13
Properties=species:S:1:pos:R:3:nbo_charge:R:1 method="wB97M-V/def2-TZVPD" smiles=NCN.SS gap_ev=9.43 e_lumo_ha=0.000 homo_ev=-9.42 largest_force_ha_per_bohr=0.0322 energy_ha=-948.74727
N 0.066 3.039 0.774 -0.830
C -0.928 2.037 0.492 -0.069
N -0.645 0.665 1.030 -0.868
H 0.342 2.863 1.736 0.354
H 0.952 2.916 0.307 0.353
H -1.146 1.790 -0.549 0.172
H -1.897 2.424 0.819 0.168
H -0.653 0.034 0.245 0.358
H -1.340 0.400 1.716 0.359
S 0.260 -3.556 -1.762 -0.148
S 1.546 -5.053 -0.964 -0.114
H 0.849 -3.325 -2.974 0.134
H 2.593 -4.234 -0.871 0.129

19
Properties=species:S:1:pos:R:3:nbo_charge:R:1 method="wB97M-V/def2-TZVPD" gap_ev="7.18 / 8.60" e_lumo_ha="-0.045 / 0.003" homo_ev="-8.40 / -8.52" largest_force_ha_per_bohr=0.1025 energy_ha=-725.09383
C 0.073 1.300 -0.181 -0.542
C -1.979 0.837 1.243 -0.271
C -0.506 1.058 1.211 -0.347
C 0.303 -0.151 1.713 -0.598
C 1.263 -1.949 -1.840 -0.457
N 0.432 -1.222 -1.023 -0.675
O -0.480 0.570 -2.670 -0.961
S -0.581 -0.050 -1.331 1.510
H -0.368 2.211 -0.733 0.251
H 1.229 1.317 -0.142 0.236
H -2.388 0.004 1.615 0.168
H -2.613 1.743 0.954 0.176
H -0.346 1.906 1.818 0.230
H 0.329 -0.348 2.856 0.211
H 1.279 0.180 1.366 0.199
H -0.067 -0.984 1.188 0.228
H 1.502 -2.779 -1.159 0.212
H 2.158 -1.339 -2.084 0.219
H 0.760 -2.304 -2.802 0.213

11
Properties=species:S:1:pos:R:3:nbo_charge:R:1 method="wB97M-V/def2-TZVPD" smiles="C#CC(=O)O/C=C/Cl" gap_ev=9.24 e_lumo_ha=-0.006 homo_ev=-9.42 largest_force_ha_per_bohr=0.1578 energy_ha=-802.83203
C -1.837 -1.181 3.529 -0.141
C -1.137 -0.637 2.592 -0.129
C -0.215 -0.223 1.471 0.738
O 0.996 -0.269 1.434 -0.543
O -0.964 0.070 0.460 -0.464
C -0.319 0.539 -0.669 0.073
C 0.915 0.023 -1.286 -0.239
Cl 0.997 0.642 -3.010 -0.049
H -2.539 -1.403 4.290 0.245
H -0.943 1.393 -1.292 0.237
H 1.823 -0.437 -0.803 0.272

19
Properties=species:S:1:pos:R:3:nbo_charge:R:1 method="wB97M-V/def2-TZVPD" s_squared=0.778 total_charge=+1 gap_ev="9.50 / 7.52" multiplicity=2 e_lumo_ha="-0.175 / -0.272" homo_ev="-14.26 / -14.92" largest_force_ha_per_bohr=0.0218 energy_ha=-273.57860
C 0.708 -1.501 1.728 -0.661
C 0.105 -1.083 0.420 -0.032
C -0.299 -2.017 -0.474 -0.144
C 0.089 0.713 -1.245 0.101
C -0.057 0.300 0.086 0.127
C -0.169 1.300 1.189 -0.674
C -0.323 1.999 -1.816 -0.704
H 1.798 -1.584 1.633 0.259
H 0.366 -2.489 2.028 0.248
H 0.533 -0.803 2.544 0.239
H -0.642 -1.764 -1.471 0.212
H -0.245 -3.065 -0.210 0.227
H 0.695 0.104 -1.910 0.223
H 0.827 1.374 1.639 0.271
H -0.790 0.907 1.993 0.260
H -0.456 2.294 0.871 0.250
H 0.593 2.525 -2.122 0.279
H -0.807 2.634 -1.081 0.235
H -0.973 1.896 -2.682 0.285

16
Properties=species:S:1:pos:R:3:nbo_charge:R:1 method="wB97M-V/def2-TZVPD" smiles="O=CN1CCCC1" gap_ev=10.53 e_lumo_ha=0.034 homo_ev=-9.61 largest_force_ha_per_bohr=0.0993 energy_ha=-325.84069
O -1.596 -1.436 -1.866 -0.606
C -1.349 -0.207 -1.741 0.517
N -0.185 0.189 -1.054 -0.459
C 0.376 -1.047 -0.507 -0.242
C 0.771 -0.648 0.987 -0.425
C 0.198 0.646 1.353 -0.442
C 0.029 1.302 0.013 -0.219
H -1.909 0.651 -2.292 0.142
H -0.432 -1.913 -0.384 0.254
H 1.272 -1.314 -1.084 0.207
H 1.926 -0.537 0.960 0.193
H 0.576 -1.392 1.777 0.223
H 0.684 1.242 2.193 0.239
H -0.804 0.487 2.001 0.196
H 1.090 1.800 -0.151 0.197
H -0.649 2.177 -0.206 0.227

67
Properties=species:S:1:pos:R:3:nbo_charge:R:1 method="wB97M-V/def2-TZVPD" gap_ev=7.65 e_lumo_ha=0.011 homo_ev=-7.35 largest_force_ha_per_bohr=0.0091 energy_ha=-4564.78477
Ir 0.134 1.203 1.163 0.285
Cl 2.396 1.092 2.337 0.078
C 1.595 2.486 3.063 -0.083
C 0.358 2.708 2.467 -0.215
C -0.325 3.815 2.974 -0.003
Cl -1.880 4.230 2.352 0.041
C 0.222 4.612 3.988 -0.105
Cl -0.651 5.971 4.583 0.057
C 1.474 4.327 4.535 -0.102
Cl 2.143 5.306 5.781 0.054
C 2.186 3.228 4.060 -0.086
Cl 3.736 2.811 4.672 0.053
C 2.183 3.905 0.208 -1.158
Si 0.875 2.705 -0.427 1.596
C 1.714 1.629 -1.726 -1.162
C -0.454 3.754 -1.229 -1.163
H 2.575 4.463 -0.648 0.234
H 3.025 3.400 0.685 0.229
H 1.774 4.629 0.916 0.234
H 2.152 2.243 -2.519 0.230
H 0.977 0.956 -2.162 0.239
H 2.513 1.027 -1.284 0.225
H -0.006 4.385 -2.003 0.226
H -0.933 4.404 -0.496 0.245
H -1.218 3.127 -1.686 0.249
C -2.324 -2.373 1.124 -0.418
N -1.337 -2.869 0.171 -0.817
C -1.741 -4.081 -0.521 -0.402
P 0.192 -2.284 0.190 2.476
O 0.218 -0.805 0.389 -1.148
N 1.072 -3.055 1.360 -0.819
C 0.503 -4.067 2.234 -0.394
C 2.268 -2.419 1.890 -0.406
N 0.838 -2.765 -1.250 -0.809
C 2.220 -3.204 -1.375 -0.401
C 0.331 -2.100 -2.445 -0.419
H -2.480 -3.098 1.931 0.177
H -3.274 -2.204 0.616 0.219
H -2.007 -1.423 1.548 0.240
H -2.005 -4.870 0.192 0.182
H -0.940 -4.441 -1.161 0.224
H -2.622 -3.879 -1.136 0.200
H -0.369 -4.526 1.777 0.211
H 0.207 -3.642 3.200 0.189
H 1.241 -4.851 2.420 0.195
H 2.664 -1.700 1.175 0.214
H 3.037 -3.174 2.077 0.196
H 2.062 -1.892 2.826 0.198
H 2.507 -3.797 -0.510 0.218
H 2.911 -2.360 -1.481 0.186
H 2.312 -3.829 -2.265 0.200
H -0.698 -1.779 -2.283 0.225
H 0.358 -2.795 -3.288 0.197
H 0.929 -1.218 -2.693 0.201
C -1.250 0.546 -4.190 -0.651
C -2.126 0.315 -2.993 0.266
C -3.369 -0.294 -3.114 -0.347
C -4.104 -0.433 -1.950 0.087
N -3.680 0.005 -0.774 -0.494
C -2.471 0.588 -0.753 0.261
S -2.079 1.350 0.779 -0.013
N -1.667 0.732 -1.812 -0.517
H -1.843 0.592 -5.102 0.219
H -0.523 -0.260 -4.305 0.223
H -0.697 1.476 -4.068 0.240
H -3.749 -0.624 -4.070 0.220
H -5.079 -0.910 -1.960 0.192

159
Properties=species:S:1:pos:R:3:lowdin_charge:R:1 method="wB97M-V/def2-TZVPD" total_charge=-1 gap_ev=8.06 e_lumo_ha=0.090 homo_ev=-5.61 largest_force_ha_per_bohr=0.0535 energy_ha=-2402.92038
C -0.027 0.011 1.071 -0.029
C -1.421 -0.285 0.588 -0.769
O -1.550 -0.930 -0.474 -0.062
O -2.372 0.273 1.182 -0.067
H 0.076 -0.537 2.008 0.057
H 0.011 1.083 1.263 0.069
H 0.718 -0.353 0.364 0.056
C 3.340 -0.393 -1.307 -0.072
C 4.347 0.539 -2.010 -0.208
N 4.456 0.109 -3.446 -0.178
C 5.474 0.785 -4.284 -0.241
C 6.916 0.541 -3.731 -0.097
C 3.210 0.039 -4.195 -0.271
C 2.507 1.372 -4.319 -0.094
H 2.403 -0.085 -1.771 0.049
H 3.394 -0.385 -0.219 0.061
H 3.404 -1.419 -1.669 0.069
H 3.926 1.544 -2.036 0.102
H 5.310 0.551 -1.500 0.095
H 5.465 0.411 -5.308 0.107
H 5.333 1.866 -4.292 0.096
H 7.050 -0.458 -3.318 0.068
H 7.751 0.759 -4.398 0.061
H 7.020 1.132 -2.821 0.048
H 2.436 -0.640 -3.837 0.081
H 3.436 -0.426 -5.155 0.110
H 1.771 1.435 -5.121 0.068
H 3.125 2.255 -4.482 0.068
H 1.820 1.453 -3.476 0.058
C 0.491 -6.272 1.081 -0.092
C -0.739 -5.406 1.422 -0.255
N -0.762 -4.881 2.792 -0.188
C -2.023 -4.156 3.137 -0.217
C -3.337 -4.962 2.994 -0.088
C 0.426 -4.002 2.992 -0.234
C 0.733 -3.686 4.494 -0.082
H 0.320 -6.660 0.077 0.069
H 0.574 -7.123 1.757 0.068
H 1.458 -5.769 1.073 0.047
H -0.722 -4.519 0.788 0.088
H -1.642 -5.985 1.233 0.105
H -1.854 -3.996 4.201 0.096
H -2.041 -3.182 2.649 0.114
H -3.605 -5.178 1.960 0.046
H -3.377 -5.970 3.406 0.068
H -4.195 -4.414 3.383 0.066
H 0.338 -3.097 2.391 0.100
H 1.286 -4.636 2.779 0.094
H 0.080 -2.898 4.871 0.051
H 1.699 -3.182 4.533 0.050
H 0.689 -4.594 5.096 0.074
C -4.645 2.210 -4.331 -0.090
C -3.681 2.894 -3.292 -0.238
N -2.775 1.882 -2.712 -0.132
C -1.775 1.549 -3.764 -0.245
C -1.032 0.216 -3.465 -0.104
C -2.003 2.467 -1.598 -0.235
C -2.857 3.066 -0.476 -0.092
H -5.498 2.839 -4.587 0.054
H -5.075 1.261 -4.008 0.071
H -4.142 2.101 -5.291 0.049
H -3.124 3.729 -3.717 0.112
H -4.388 3.176 -2.511 0.098
H -0.991 2.297 -3.887 0.099
H -2.161 1.292 -4.750 0.088
H -0.370 0.280 -2.602 0.049
H -0.370 -0.103 -4.271 0.060
H -1.734 -0.579 -3.213 0.046
H -1.434 1.671 -1.116 0.092
H -1.295 3.216 -1.952 0.104
H -3.752 2.506 -0.203 0.082
H -2.289 3.250 0.436 0.052
H -3.254 4.053 -0.712 0.043
C 2.335 -0.143 3.612 -0.090
C 3.421 0.533 4.401 -0.252
N 4.690 0.813 3.722 -0.182
C 4.513 1.540 2.446 -0.252
C 5.832 2.050 1.901 -0.104
C 5.531 -0.366 3.522 -0.252
C 5.994 -0.909 4.900 -0.086
H 2.676 -1.140 3.336 0.069
H 2.084 0.405 2.704 0.051
H 1.468 -0.263 4.262 0.068
H 3.050 1.454 4.851 0.110
H 3.651 -0.156 5.213 0.099
H 3.978 0.960 1.693 0.094
H 3.913 2.427 2.650 0.114
H 6.590 2.388 2.607 0.080
H 6.289 1.320 1.234 0.056
H 5.598 2.872 1.224 0.067
H 6.367 -0.130 2.863 0.095
H 5.048 -1.160 2.953 0.106
H 6.020 -0.080 5.607 0.072
H 6.996 -1.325 4.795 0.061
H 5.350 -1.674 5.334 0.061
C -6.859 -2.935 -2.792 -0.106
C -5.505 -3.611 -2.666 -0.286
N -4.446 -2.660 -3.055 -0.129
C -3.142 -3.327 -2.644 -0.208
C -3.017 -3.852 -1.147 -0.084
C -4.413 -2.542 -4.525 -0.265
C -3.291 -1.696 -5.159 -0.082
H -7.713 -3.507 -2.432 0.063
H -7.141 -2.729 -3.825 0.052
H -6.823 -2.016 -2.207 0.081
H -5.501 -3.849 -1.602 0.101
H -5.423 -4.539 -3.231 0.113
H -2.807 -4.157 -3.265 0.106
H -2.379 -2.559 -2.774 0.071
H -3.300 -3.154 -0.359 0.073
H -3.596 -4.761 -0.983 0.049
H -1.999 -4.207 -0.987 0.045
H -5.360 -2.202 -4.945 0.101
H -4.166 -3.514 -4.952 0.099
H -2.334 -2.174 -4.951 0.063
H -3.326 -0.637 -4.902 0.049
H -3.530 -1.701 -6.222 0.071
C -2.189 4.844 3.439 -0.090
C -0.979 5.406 2.716 -0.264
N -1.197 5.453 1.265 -0.171
C -0.003 5.776 0.486 -0.254
C 1.102 4.700 0.594 -0.075
C -2.354 6.309 0.788 -0.233
C -2.447 7.773 1.275 -0.092
H -2.533 3.868 3.098 0.072
H -3.009 5.561 3.394 0.059
H -1.906 4.672 4.478 0.071
H -0.640 6.332 3.181 0.109
H -0.166 4.745 3.015 0.080
H -0.407 5.800 -0.526 0.100
H 0.360 6.786 0.680 0.105
H 1.915 4.995 -0.070 0.064
H 1.540 4.739 1.592 0.053
H 0.861 3.655 0.400 0.066
H -3.295 5.843 1.080 0.098
H -2.369 6.318 -0.302 0.096
H -3.030 7.792 2.195 0.059
H -2.960 8.448 0.590 0.063
H -1.502 8.287 1.454 0.062
N -1.344 1.145 3.748 0.041
C -1.779 0.248 4.701 -0.085
C -1.006 0.544 5.883 -0.125
C -0.164 1.612 5.598 -0.152
C -0.441 1.977 4.307 -0.191
H -1.639 1.207 2.784 0.090
H -2.562 -0.490 4.602 0.098
H -1.044 -0.031 6.796 0.076
H 0.538 2.106 6.254 0.089
H 0.146 2.629 3.678 0.103
N 0.691 -2.499 -1.612 0.059
C 1.458 -3.311 -0.821 -0.161
C 2.196 -4.216 -1.596 -0.102
C 1.927 -3.837 -2.970 -0.098
C 1.001 -2.793 -2.889 -0.182
H 0.097 -1.760 -1.264 0.087
H 1.498 -3.105 0.238 0.096
H 2.879 -4.993 -1.283 0.079
H 2.336 -4.332 -3.839 0.077
H 0.614 -2.244 -3.736 0.091

30
Properties=species:S:1:pos:R:3:nbo_charge:R:1 method="wB97M-V/def2-TZVPD" gap_ev=9.91 e_lumo_ha=0.018 homo_ev=-9.43 largest_force_ha_per_bohr=0.1309 energy_ha=-541.81505
C 3.615 1.701 -0.768 -0.664
C 2.175 1.233 -0.052 -0.436
C 1.158 0.759 -1.222 -0.453
C 1.225 -0.708 -1.781 -0.428
C 1.491 -1.538 -0.273 -0.391
C 0.207 -2.122 0.314 -0.460
C -0.747 -0.966 0.603 -0.033
C -0.819 -0.121 1.562 -0.213
C -2.069 0.818 1.854 -0.107
C -1.768 -0.664 -0.436 -0.153
H 3.714 3.047 -1.418 0.261
H 4.227 0.586 -1.750 0.204
H 4.569 1.623 0.426 0.209
H 2.340 0.335 0.691 0.200
H 1.691 2.203 0.418 0.232
H 0.166 0.814 -0.686 0.216
H 1.178 1.623 -2.047 0.215
H 0.186 -1.068 -2.299 0.227
H 2.272 -0.799 -2.415 0.226
H 2.121 -2.389 -0.724 0.215
H 2.171 -0.832 0.311 0.205
H 0.390 -2.582 1.323 0.228
H -0.455 -2.861 -0.185 0.231
H -0.071 -0.092 2.513 0.193
H -1.742 1.758 1.611 0.183
H -2.335 0.741 2.925 0.204
H -2.729 -1.232 -0.469 0.226
H -1.022 -0.519 -1.149 0.214
O -3.099 0.496 0.845 -0.276
O -2.336 0.665 -0.329 -0.274